{"formula": "CHNOS", "method": "wB97M-V/def2-TZVPD", "elements": ["C", "N", "O", "S", "H"], "positions_angstrom": [[-0.346, 0.613, 0.404], [-0.928, -0.070, 1.752], [-0.275, -0.208, 2.729], [-0.434, 2.180, 0.129], [0.148, -0.117, -0.224]], "smiles": "O=NC=S", "charge": 0, "relative_energy_kcal_mol": 50.3, "e_homo_ev": [-8.850, -8.849], "fmax_ev_per_a": 2.4, "gap_ev": [8.01, 8.01], "mol_weight_g_mol": 75.09}

{"formula": "CHNOS2", "method": "wB97M-V/def2-TZVPD", "elements": ["C", "N", "O", "S", "S", "H"], "positions_angstrom": [[-0.629, -0.783, 1.036], [0.736, 0.949, -0.692], [0.089, 0.079, 1.234], [-1.798, -1.801, 0.941], [-0.048, 0.260, -1.834], [1.650, 1.295, -0.686]], "smiles": "O=C=S.N=S", "charge": 0, "relative_energy_kcal_mol": 26.0, "e_homo_ev": [-8.338, -8.474], "fmax_ev_per_a": 2.6, "gap_ev": [7.26, 7.34], "mol_weight_g_mol": 107.16}

{"formula": "CHO2S2", "method": "wB97M-V/def2-TZVPD", "elements": ["C", "O", "O", "S", "S", "H"], "positions_angstrom": [[0.794, 0.020, 0.058], [-0.623, 0.038, -0.437], [1.666, -0.502, -0.599], [1.052, 0.926, 1.476], [-1.916, -1.196, -0.757], [-0.973, 0.713, 0.258]], "charge": -1, "relative_energy_kcal_mol": 44.4, "e_homo_ev": -4.233, "fmax_ev_per_a": 3.0, "gap_ev": 7.74, "mol_weight_g_mol": 109.15}

{"formula": "CHO2Sm", "method": "wB97M-V/def2-TZVPD", "elements": ["H", "O", "O", "C", "Sm"], "positions_angstrom": [[-1.322, -1.686, 0.471], [-0.824, 0.828, 0.106], [-0.422, -1.257, -0.100], [-1.371, -0.261, -0.191], [1.365, 0.224, -0.030]], "charge": 1, "relative_energy_kcal_mol": 67.4, "e_homo_ev": [-12.609, -12.613], "fmax_ev_per_a": 4.7, "s2": 12.01, "gap_ev": [7.09, 7.24], "mol_weight_g_mol": 195.38, "multiplicity": 7}

{"formula": "CHO4", "method": "wB97M-V/def2-TZVPD", "elements": ["C", "O", "O", "O", "O", "H"], "positions_angstrom": [[-1.227, 0.120, 0.062], [-1.690, 1.096, -0.145], [-0.847, -0.958, 0.311], [1.652, -0.938, -0.097], [1.566, 0.315, -0.161], [0.546, 0.365, 0.030]], "charge": 1, "relative_energy_kcal_mol": 37.9, "e_homo_ev": [-18.877, -18.871], "fmax_ev_per_a": 6.8, "gap_ev": [7.22, 7.19], "mol_weight_g_mol": 77.02}

{"formula": "CI2OS", "method": "wB97M-V/def2-TZVPD", "elements": ["C", "O", "S", "I", "I"], "positions_angstrom": [[-1.148, 0.890, -0.038], [-1.511, 1.953, -0.288], [2.667, -1.979, -0.012], [-1.924, -1.025, 0.159], [1.916, 0.161, 0.179]], "charge": 0, "relative_energy_kcal_mol": 58.1, "e_homo_ev": [-8.991, -8.345], "fmax_ev_per_a": 2.1, "gap_ev": [7.55, 5.84], "mol_weight_g_mol": 313.88}

{"formula": "CINOS", "method": "wB97M-V/def2-TZVPD", "elements": ["C", "N", "O", "S", "I"], "positions_angstrom": [[-0.644, 0.252, 0.024], [-0.962, 1.394, 0.097], [-0.377, -0.886, -0.200], [-2.554, -1.820, -0.219], [-3.318, 0.319, 0.044]], "charge": 0, "relative_energy_kcal_mol": 18.7, "e_homo_ev": -9.453, "fmax_ev_per_a": 1.8, "gap_ev": 6.77, "mol_weight_g_mol": 200.99}

{"formula": "CInLiO2", "method": "wB97M-V/def2-TZVPD", "elements": ["O", "C", "O", "In", "Li"], "positions_angstrom": [[-2.525, 0.252, 0.076], [-1.355, 0.145, 0.021], [0.800, -0.389, 0.253], [2.479, -0.866, 0.447], [0.600, 0.859, -0.797]], "charge": 2, "e_homo_ev": -21.680, "fmax_ev_per_a": 7.5, "gap_ev": 7.32, "mol_weight_g_mol": 165.77}

{"formula": "CN2O2", "method": "wB97M-V/def2-TZVPD", "elements": ["C", "N", "N", "O", "O"], "positions_angstrom": [[-2.011, 0.373, 0.397], [-1.129, -0.404, 0.165], [0.808, -0.015, -0.177], [1.044, 1.033, -0.590], [1.289, -0.986, 0.205]], "charge": 0, "relative_energy_kcal_mol": 198.8, "e_homo_ev": [-10.850, -10.851], "fmax_ev_per_a": 2.0, "gap_ev": [8.04, 8.05], "mol_weight_g_mol": 72.02}

{"formula": "CN2O2", "method": "wB97M-V/def2-TZVPD", "elements": ["C", "N", "N", "O", "O"], "positions_angstrom": [[0.457, 0.156, 0.406], [-0.013, -1.105, -0.146], [-0.864, -0.555, -0.884], [1.021, 0.737, 1.232], [-0.600, 0.767, -0.608]], "charge": 0, "relative_energy_kcal_mol": 121.4, "e_homo_ev": -11.796, "fmax_ev_per_a": 2.9, "gap_ev": 10.28, "mol_weight_g_mol": 72.02}

{"formula": "CN2O3", "method": "wB97M-V/def2-TZVPD", "elements": ["C", "N", "N", "O", "O", "O"], "positions_angstrom": [[-1.219, -0.355, -0.056], [-2.038, -0.277, 0.761], [1.251, 0.161, -0.013], [1.652, 1.192, -0.433], [1.409, -0.617, 0.788], [-0.400, -0.216, -0.970]], "charge": 0, "relative_energy_kcal_mol": 116.7, "e_homo_ev": [-10.617, -10.612], "fmax_ev_per_a": 4.5, "gap_ev": [7.86, 7.84], "mol_weight_g_mol": 88.02}

{"formula": "CN2O3", "method": "wB97M-V/def2-TZVPD", "elements": ["C", "N", "N", "O", "O", "O"], "positions_angstrom": [[-0.599, -0.343, -0.894], [-1.252, -0.877, -1.599], [0.513, 0.370, 0.688], [0.675, 0.974, 1.687], [-0.126, 0.699, -0.315], [0.789, -0.822, 0.433]], "smiles": "N#CO[N+](=O)[O-]", "charge": 0, "relative_energy_kcal_mol": 153.5, "e_homo_ev": -11.995, "fmax_ev_per_a": 9.9, "gap_ev": 10.84, "mol_weight_g_mol": 88.02}

{"formula": "CN3O6S", "method": "wB97M-V/def2-TZVPD", "elements": ["C", "N", "N", "N", "O", "O", "O", "O", "O", "O", "S"], "positions_angstrom": [[0.345, -1.301, -0.066], [1.580, -1.458, -0.216], [1.104, -0.540, 0.852], [1.212, 0.824, 0.617], [-0.846, -1.428, -0.182], [2.145, 1.218, -0.063], [0.565, 1.506, 1.396], [-0.272, 0.749, -1.039], [-2.436, -0.170, -1.531], [-1.955, 0.500, 0.756], [-1.442, 0.100, -0.524]], "charge": -1, "e_homo_ev": [-3.266, -5.778], "fmax_ev_per_a": 7.3, "s2": 2.01, "gap_ev": [7.14, 6.29], "mol_weight_g_mol": 182.09, "multiplicity": 3}

{"formula": "CN4O2", "method": "wB97M-V/def2-TZVPD", "elements": ["C", "N", "N", "N", "N", "O", "O"], "positions_angstrom": [[-0.545, 0.746, -0.110], [0.738, 0.537, 0.240], [-1.640, 1.230, 0.152], [1.487, -0.353, -0.150], [-1.320, -0.446, -0.567], [2.576, -0.739, 0.161], [-1.206, -1.329, 0.252]], "charge": 0, "relative_energy_kcal_mol": 0.0, "e_homo_ev": [-9.918, -10.346], "fmax_ev_per_a": 3.9, "s2": 2.04, "gap_ev": [8.64, 7.52], "mol_weight_g_mol": 100.04, "multiplicity": 3}

{"formula": "CN4O2S", "method": "wB97M-V/def2-TZVPD", "elements": ["C", "N", "N", "N", "N", "O", "O", "S"], "positions_angstrom": [[0.419, 0.322, -0.133], [-1.106, 0.441, -0.149], [0.878, -1.095, -0.218], [2.086, -1.064, -0.196], [1.349, 1.133, 0.287], [-1.528, 1.560, -0.226], [2.468, 0.341, 0.199], [-2.031, -0.815, 0.185]], "smiles": "[O-][N+](=S)c1nnon1", "charge": 0, "relative_energy_kcal_mol": 27.2, "e_homo_ev": -10.027, "fmax_ev_per_a": 3.3, "gap_ev": 8.05, "mol_weight_g_mol": 132.10}

{"formula": "CN4O2S", "method": "wB97M-V/def2-TZVPD", "elements": ["C", "N", "N", "N", "N", "O", "O", "S"], "positions_angstrom": [[-0.025, 0.001, -0.039], [1.404, 0.313, 0.045], [-0.649, -1.228, 0.085], [-1.845, -1.078, 0.114], [-0.937, 0.951, -0.169], [1.629, 1.523, 0.149], [-2.140, 0.314, -0.097], [2.563, -0.796, -0.086]], "smiles": "[O-][N+](=S)c1nnon1", "charge": 0, "relative_energy_kcal_mol": 12.4, "e_homo_ev": -10.229, "fmax_ev_per_a": 2.7, "gap_ev": 7.98, "mol_weight_g_mol": 132.10}

{"formula": "CN4O3", "method": "wB97M-V/def2-TZVPD", "elements": ["C", "N", "N", "N", "N", "O", "O", "O"], "positions_angstrom": [[-1.721, -0.527, 0.055], [-1.854, -1.518, 0.636], [1.093, 0.757, 0.836], [-1.525, 0.501, -0.647], [1.888, 0.057, 0.211], [-2.471, 1.359, -0.899], [2.686, -0.687, 0.870], [1.903, 0.058, -1.061]], "charge": -2, "relative_energy_kcal_mol": 184.6, "e_homo_ev": [0.509, 0.252], "fmax_ev_per_a": 3.6, "gap_ev": [6.91, 7.17], "mol_weight_g_mol": 116.04}

{"formula": "CN5O2", "method": "wB97M-V/def2-TZVPD", "elements": ["C", "N", "N", "N", "N", "N", "O", "O"], "positions_angstrom": [[-1.840, 1.001, 0.302], [-1.189, 0.153, -0.259], [1.206, -0.881, -0.262], [-0.796, -0.589, -1.357], [0.446, -0.932, -1.254], [1.898, -0.084, 0.369], [2.726, -0.237, 1.349], [-2.450, 1.568, 1.112]], "smiles": "O=C=N/N=N\\N=N\\[O-]", "charge": -1, "relative_energy_kcal_mol": 139.1, "e_homo_ev": -3.152, "fmax_ev_per_a": 4.8, "gap_ev": 6.83, "mol_weight_g_mol": 114.04}

{"formula": "CN6O4", "method": "wB97M-V/def2-TZVPD", "elements": ["C", "N", "N", "N", "N", "N", "N", "O", "O", "O", "O"], "positions_angstrom": [[1.359, -0.004, -0.431], [1.132, -0.537, -1.499], [-0.079, -0.758, -1.984], [-1.038, -0.470, -1.147], [-3.012, 0.069, 0.471], [-0.725, -0.036, -0.030], [2.316, 0.281, 0.553], [-3.727, 0.157, 1.409], [2.434, -0.504, 1.421], [2.933, 1.362, 0.385], [-1.593, 0.440, 0.851]], "charge": 0, "e_homo_ev": [-8.272, -11.028], "fmax_ev_per_a": 5.1, "s2": 2.05, "gap_ev": [6.25, 7.32], "mol_weight_g_mol": 160.05, "multiplicity": 3}

{"formula": "CNNaO4S2", "method": "wB97M-V/def2-TZVPD", "elements": ["Na", "N", "S", "O", "S", "O", "O", "C", "O"], "positions_angstrom": [[-0.251, -1.719, -1.048], [1.915, 1.046, -0.090], [2.360, -0.298, 0.611], [1.469, -1.514, 0.332], [0.745, 1.566, -1.029], [-0.335, 0.501, -1.337], [-1.965, 1.246, 1.192], [-1.976, 0.163, 0.779], [-1.961, -0.990, 0.590]], "charge": 0, "relative_energy_kcal_mol": 0.0, "e_homo_ev": -7.317, "fmax_ev_per_a": 1.5, "gap_ev": 6.86, "mol_weight_g_mol": 177.14}